# 1
C5H14 | wB97M-V/def2-TZVPD

SMILES = CCC.CC
Energy relative to the best compared isomer or geometry (same formula, charge and spin) = 165.6 kJ/mol
Frontier orbital gap = 11.94 eV
2S+1 = 1

Last column: natural (NBO) charge in e.
Geometry (Å):
C 0.56 -1.57 1.84  -0.402
H 0.13 2.61 -2.66  0.208
H -1.64 -1.23 1.03  0.215
H 2.20 -0.98 0.69  0.212
H -0.60 -1.01 -0.13  0.206
H 1.86 0.26 2.14  0.219
H -0.73 -2.73 0.59  0.209
H 0.90 0.13 0.54  0.205
H -1.26 0.47 -2.38  0.206
H -1.48 0.67 -0.75  0.204
H 0.18 -1.46 2.89  0.202
C 1.50 -0.42 1.36  -0.627
C 0.06 1.98 -1.74  -0.625
C -1.21 1.24 -1.64  -0.608
H -2.07 2.07 -1.69  0.203
H 1.15 -2.50 1.90  0.199
C -0.66 -1.61 0.81  -0.639
H 0.14 2.61 -0.86  0.206
H 0.99 1.49 -1.95  0.209



# 2
C19H19F3IO2S | wB97M-V/def2-TZVPD

Total charge = -1
Energy relative to the best compared isomer or geometry (same formula, charge and spin) = 79.6 kJ/mol
Frontier orbital gap = 4.98 eV
2S+1 = 1

Last column: natural (NBO) charge in e.
Geometry (Å):
H -2.59 -3.97 -2.57  0.212
C -0.56 -2.00 -1.95  -0.541
H 2.39 -1.26 -5.44  0.190
C 0.86 -0.64 -0.20  -0.072
H -0.06 4.20 2.18  0.212
C -0.10 -1.26 -3.08  -0.023
H 1.10 3.91 3.48  0.217
I -2.60 -0.40 2.31  0.155
H 1.49 0.95 -1.54  0.234
C 1.01 0.70 -0.59  -0.262
C 0.16 2.12 2.74  0.242
H 1.51 -2.64 -3.57  0.192
H -1.89 -4.13 -0.94  0.203
S 1.40 -0.26 3.22  0.531
C -2.53 -3.50 -1.57  -0.694
H -0.74 1.66 -4.77  0.193
O -2.74 -1.11 -1.62  -0.685
C -0.68 0.06 1.50  -0.089
F 2.53 0.26 5.54  -0.328
F 2.05 -1.88 5.16  -0.333
H -1.71 2.94 3.38  0.212
C -1.99 -2.10 -1.71  0.503
H -0.31 -2.02 1.01  0.232
H 1.33 0.94 -5.98  0.188
C 0.55 1.71 0.26  -0.184
O 1.27 1.43 3.40  -0.676
C -0.96 2.24 3.74  -0.641
H 0.77 2.75 0.02  0.215
H 1.44 -1.42 -0.69  0.217
C 0.73 3.52 2.53  -0.615
F 0.44 -0.43 5.67  -0.332
H 1.56 3.51 1.81  0.221
C -0.24 0.73 -4.51  -0.229
C -0.05 -0.97 0.80  -0.298
H -3.54 -3.44 -1.17  0.206
C 1.52 -0.92 -4.88  -0.217
H -1.45 1.29 3.93  0.230
C -0.10 1.36 1.46  -0.176
C 0.89 0.30 -5.21  -0.323
H -0.55 2.62 4.67  0.211
C 1.03 -1.69 -3.83  -0.278
H -1.60 0.29 -2.89  0.236
H 0.06 -2.83 -1.63  0.166
C -0.73 -0.04 -3.46  -0.220
C 1.62 -0.59 4.99  0.800



# 3
C22H13AsF6IrN3O5S4 | wB97M-V/def2-TZVPD

Total charge = -1
Frontier orbital gap (spin up / spin down) = 6.21 / 5.94 eV
2S+1 = 2

Last column: natural (NBO) charge in e.
Geometry (Å):
S -4.21 3.52 0.17  0.352
H -4.41 -1.72 3.01  0.222
O -4.72 5.84 1.31  -0.555
H 5.20 1.44 2.77  0.210
O 0.37 1.11 -1.27  -0.671
C -2.01 3.17 1.65  -0.397
C 3.89 1.78 1.11  -0.160
H 0.88 -1.81 -3.73  0.256
F -2.31 -3.80 0.93  -0.625
H 3.54 0.08 4.02  0.218
C 2.63 1.55 0.56  -0.312
C 1.82 -0.77 -5.36  -0.165
F -2.38 -2.28 -2.23  -0.624
C 1.70 0.78 1.22  0.017
O 2.85 -0.43 -7.82  -0.383
O 3.48 1.59 -7.40  -0.388
S -2.56 4.71 2.30  0.338
C 1.35 0.21 -3.22  -0.109
H 1.79 -1.60 -6.05  0.246
C -1.05 -1.28 3.15  0.158
H -2.63 -0.41 1.97  0.237
H 2.88 2.45 -5.25  0.242
Ir -0.16 0.22 0.58  1.042
C -2.78 2.60 0.66  -0.425
S -0.59 2.51 2.30  0.048
C 1.31 -0.89 -4.08  -0.175
F -0.85 -3.85 -1.06  -0.616
F -1.44 -1.67 0.00  -0.683
C 2.04 0.24 2.50  -0.045
C 3.31 0.48 3.05  -0.149
C 2.39 0.43 -5.76  0.003
C -3.39 -1.84 3.35  -0.188
C -3.10 -2.73 4.37  -0.183
F -3.84 -2.24 -0.22  -0.628
H 0.26 -2.31 4.49  0.226
C -1.78 -2.89 4.79  -0.223
C 2.43 1.53 -4.91  -0.189
C 1.90 1.42 -3.64  -0.135
H 4.59 2.39 0.57  0.209
N 1.10 -0.46 3.16  -0.128
H 2.39 1.98 -0.40  0.225
H -1.55 -3.59 5.58  0.208
As -2.36 -3.09 -0.67  2.834
C -3.99 4.90 1.27  0.201
O 0.98 -0.99 -1.21  -0.597
F -3.27 -4.44 -1.30  -0.620
N -0.06 -0.54 2.59  -0.202
H 1.91 2.26 -2.96  0.227
N 2.94 0.54 -7.08  0.524
C -2.39 -1.11 2.75  -0.185
H -3.89 -3.29 4.84  0.208
C 0.85 0.08 -1.82  0.747
C -0.77 -2.19 4.19  -0.197
S -2.50 1.12 -0.11  0.019
C 4.22 1.25 2.35  -0.257



# 4
C10H16 | wB97M-V/def2-TZVPD

SMILES = Cc1ccccc1.CCC
Energy relative to the best compared isomer or geometry (same formula, charge and spin) = 108.6 kJ/mol
Frontier orbital gap = 9.94 eV
2S+1 = 1

Last column: natural (NBO) charge in e.
Geometry (Å):
H -0.26 2.51 -1.24  0.212
C 3.22 -0.07 1.71  -0.601
H 2.84 -1.56 3.09  0.188
C -0.33 0.33 -1.48  0.021
H -2.88 -1.48 -0.18  0.203
H -0.92 -1.83 -1.43  0.216
H 1.74 0.76 -1.95  0.219
C 2.38 -1.35 2.11  -0.396
H 2.65 -2.21 1.51  0.196
H 2.89 0.06 0.68  0.195
H 0.59 -0.04 2.30  0.211
H 0.66 0.81 -3.23  0.225
C 0.91 0.18 -2.37  -0.639
H -3.59 0.75 0.62  0.213
C -0.80 1.59 -1.08  -0.243
C -2.02 1.74 -0.47  -0.191
H 1.13 -0.87 -2.51  0.222
C -2.72 0.61 -0.01  -0.229
C 0.90 -1.08 2.15  -0.626
C -1.04 -0.81 -1.08  -0.243
H 0.44 -1.55 3.03  0.212
C -2.28 -0.61 -0.45  -0.195
H 0.48 -1.54 1.26  0.215
H -2.35 2.67 -0.01  0.208
H 4.30 -0.09 1.81  0.208
H 2.85 0.76 2.31  0.198



# 5
C3H7FOS | wB97M-V/def2-TZVPD

SMILES = O=CS.CCF
Energy relative to the best compared isomer or geometry (same formula, charge and spin) = 199.1 kJ/mol
Frontier orbital gap = 11.06 eV
2S+1 = 1

Last column: natural (NBO) charge in e.
Geometry (Å):
C 0.59 0.98 -0.84  0.053
H -0.29 -0.75 -0.27  0.172
F 0.63 1.69 -2.03  -0.369
O -0.68 -0.81 1.72  -0.538
H -1.15 2.02 -0.11  0.228
C -0.82 0.99 -0.29  -0.712
H 1.28 1.45 -0.14  0.169
S 1.05 -2.52 0.66  -0.001
H 0.99 -2.78 1.98  0.149
C -0.13 -1.19 0.73  0.238
H -0.87 0.44 0.65  0.259
H -1.52 0.53 -1.00  0.209
H 0.93 -0.05 -1.04  0.145



Q: Which value of 2S+1 does entry 5 give?
A: 1



Q: What is the 2S+1 in the second record?
A: 1



Q: The highest 2S+1 belongs to which entry?
A: C22H13AsF6IrN3O5S4